Record 1
The following is a quantum chemistry calculation of C3H7NO in the gas phase at a distorted geometry, from the OMol25 dataset.

Output
Gap between HOMO and LUMO   10.41 eV
E_HOMO   -9.54 eV
LUMO energy   0.87 eV

Each line ends with the Löwdin charge.
Atoms and positions in Å:
C  1.532  -0.434  -0.046  -0.0872
N  0.367  -0.057  -0.970  -0.0329
C  -0.926  -0.216  -0.358  -0.5310
C  -1.173  0.771  0.746  -0.0108
O  -1.697  -0.872  -1.036  0.0577
H  2.337  -1.089  -0.634  0.1176
H  1.951  0.508  0.235  0.0459
H  1.172  -0.972  0.865  0.0766
H  0.266  -0.696  -1.756  0.1020
H  -0.667  0.583  1.710  0.0870
H  -2.259  0.697  0.838  0.0829
H  -0.904  1.777  0.406  0.0922

***

Record 2
The following is a quantum chemistry calculation of 2 unconnected molecules or ions with the total composition C3H7NO at a distorted geometry, from the OMol25 dataset.

Output
Gap between HOMO and LUMO   10.17 eV
E_HOMO   -9.05 eV
LUMO energy   1.11 eV

Each line ends with the Löwdin charge.
Atoms and positions in Å:
C  0.026  -0.131  1.739  -0.0258
C  0.872  0.252  0.737  -0.3395
N  0.745  1.269  -0.239  -0.0052
H  -0.910  0.452  1.767  0.0465
H  -0.034  -1.073  2.391  0.0778
H  1.852  -0.275  0.528  0.1097
H  -0.181  1.756  -0.223  0.0936
H  1.209  2.022  0.228  0.0602
C  -0.839  -1.100  -1.782  -0.1242
O  -1.493  -1.034  -0.774  -0.0247
H  -1.018  -0.221  -2.324  0.0603
H  -0.229  -1.917  -2.049  0.0712

***

Record 3
The following is a quantum chemistry calculation of 2 unconnected molecules or ions with the total composition C3H7NO at a distorted geometry, from the OMol25 dataset.

Output
Gap between HOMO and LUMO (spin up / spin down)   3.93 / 3.32 eV
E_HOMO (spin up / spin down)   -12.22 / -12.22 eV
Charge   +1
Spin multiplicity   2
LUMO energy (spin up / spin down)   -8.29 / -8.90 eV

Each line ends with the Löwdin charge.
Atoms and positions in Å:
C  1.358  2.939  0.929  0.2131
N  0.815  3.977  0.442  0.3060
H  0.974  2.729  1.946  0.1644
H  2.271  2.418  0.665  0.1541
H  1.281  4.697  0.974  0.1608
O  -1.160  -3.266  0.127  0.0443
C  -0.789  -2.679  -0.845  -0.3441
C  -0.432  -1.247  -0.706  -0.1020
H  -0.891  -3.256  -1.895  0.1594
H  0.518  -1.057  -1.259  0.0712
H  -1.101  -0.449  -1.154  0.0904
H  -0.301  -0.867  0.348  0.0824

***

Record 4
The following is a quantum chemistry calculation of C3H7NO2 in the gas phase, from the OMol25 dataset.

Output
Gap between HOMO and LUMO   10.24 eV
E_HOMO   -9.60 eV
LUMO energy   0.64 eV

Each line ends with the Löwdin charge.
Atoms and positions in Å:
N  1.049  1.416  -0.524  0.1576
C  1.220  0.063  -0.623  -0.5389
O  1.999  -0.450  -1.408  0.0398
C  0.445  -0.754  0.412  -0.0994
C  -1.078  -0.698  0.337  -0.2547
O  -1.513  0.648  0.473  -0.0822
H  0.220  1.780  -0.071  0.0839
H  1.521  1.979  -1.221  0.1108
H  0.761  -0.412  1.406  0.1248
H  0.762  -1.794  0.299  0.1220
H  -1.430  -1.131  -0.610  0.1239
H  -1.485  -1.316  1.152  0.1171
H  -2.472  0.668  0.377  0.0952

***

Calculated molecular weight, 73.1; 73.1; 73.1; 89.1 g/mol (same order as the records).